ORCA calculation (wB97M-V/def2-TZVPD) on 2 unconnected molecules or ions with the total composition C6H10O at a distorted geometry.

Computed properties:
**Lowest unoccupied orbital energy**: 0.9 eV
**Gap between HOMO and LUMO**: 8.56 eV
**Total energy**: -8426.298 eV
**HOMO level**: -7.7 eV
**Relative energy (zero: lowest compared OMol25 entry of this formula, charge and spin)**: 4.943 eV
**Charge**: 0
**Spin multiplicity**: 1

The geometry in XYZ format:
```
17
Properties=species:S:1:pos:R:3:forces:R:3
C 2.703 -0.773 0.367 0.21 -0.69 2.60
C 2.734 -0.749 -0.928 -0.76 -0.57 -2.43
C -1.408 0.068 1.080 0.29 -0.68 1.13
C -1.267 0.665 -0.005 -0.97 0.54 -1.32
C -0.977 -0.530 2.332 0.58 -1.19 3.28
C -1.132 1.408 -1.261 0.72 -0.32 1.37
O -2.702 0.164 0.468 0.13 -0.08 0.35
H 3.221 -1.507 1.007 -0.18 0.15 -0.66
H 2.090 -0.103 0.967 0.25 0.36 -0.33
H 2.141 0.007 -1.445 0.20 -0.07 -0.01
H 3.106 -1.558 -1.598 0.26 0.84 0.85
H -1.858 -1.051 2.838 0.98 0.62 -0.92
H -0.650 0.232 3.171 -0.42 -1.20 -1.93
H -0.153 -1.353 2.267 -1.34 1.66 -0.23
H -0.899 2.434 -0.956 0.03 0.02 -0.69
H -2.112 1.331 -1.721 0.24 0.11 -0.47
H -0.311 0.917 -1.789 -0.22 0.51 -0.58
```
Forces are in eV/Å.



ORCA calculation (wB97M-V/def2-TZVPD) on a single C2HNO4 molecule at a distorted geometry.

Computed properties:
**Lowest unoccupied orbital energy (spin up / spin down)**: -1.8 / -1.8 eV
**Gap between HOMO and LUMO (spin up / spin down)**: 8.67 / 8.67 eV
**Total energy**: -11766.088 eV
**HOMO level (spin up / spin down)**: -10.4 / -10.4 eV
**Relative energy (zero: lowest compared OMol25 entry of this formula, charge and spin)**: 3.191 eV
**Charge**: 0
**Spin multiplicity**: 1

The geometry in XYZ format:
```
8
Properties=species:S:1:pos:R:3:forces:R:3
C 0.706 -0.398 0.305 1.90 -0.99 -2.36
C 0.370 1.357 -1.669 -0.02 -1.68 5.00
N 0.959 1.118 -2.866 0.15 -0.69 -3.80
O 1.335 -1.378 0.559 -0.80 0.99 0.10
O -0.503 2.045 -1.261 0.36 0.27 -0.92
O 1.875 1.615 -3.442 -0.28 0.40 1.21
O 0.874 0.170 -0.973 0.24 0.71 -0.84
H 0.027 0.143 0.863 -1.53 1.00 1.61
```
Forces are in eV/Å.



ORCA calculation (wB97M-V/def2-TZVPD) on 2 unconnected molecules or ions with the total composition C5H11N.

Computed properties:
**Lowest unoccupied orbital energy**: 0.9 eV
**Gap between HOMO and LUMO**: 7.50 eV
**Total energy**: -6847.299 eV
**HOMO level**: -6.6 eV
**Relative energy (zero: lowest compared OMol25 entry of this formula, charge and spin)**: 6.229 eV
**Charge**: 0
**Spin multiplicity**: 1

The geometry in XYZ format:
```
17
Properties=species:S:1:pos:R:3:forces:R:3
C -1.148 1.377 -0.063 -0.16 0.27 -0.01
C -1.306 -0.689 -0.253 -0.05 -0.25 0.07
N -0.047 -0.901 0.322 -0.03 0.07 0.00
C 0.491 -2.067 0.601 0.04 -0.07 0.01
C 0.599 0.329 0.543 0.24 -0.16 0.02
C 1.462 0.783 -0.608 -0.04 0.07 -0.05
H -1.884 1.435 -0.873 0.09 -0.03 0.12
H -1.660 1.532 0.888 0.08 -0.05 -0.16
H -0.457 2.212 -0.231 -0.08 -0.22 0.01
H -2.099 -0.566 0.483 0.12 0.09 -0.10
H -1.570 -1.419 -1.032 0.05 0.14 0.06
H -0.144 -2.924 0.791 0.07 0.15 -0.03
H 1.571 -2.162 0.637 -0.15 0.05 -0.01
H 1.126 0.352 1.508 -0.07 0.01 -0.08
H 2.387 0.189 -0.671 -0.13 0.06 0.03
H 1.751 1.834 -0.480 -0.04 -0.15 -0.01
H 0.928 0.683 -1.560 0.07 0.01 0.15
```
Forces are in eV/Å.



ORCA calculation (wB97M-V/def2-TZVPD) on 3 unconnected molecules or ions with the total composition C4H15NO3 at a distorted geometry.

Computed properties:
**Lowest unoccupied orbital energy (spin up / spin down)**: -3.4 / -8.1 eV
**<S²>**: 0.754
**Gap between HOMO and LUMO (spin up / spin down)**: 10.57 / 5.82 eV
**Total energy**: -12014.639 eV
**HOMO level (spin up / spin down)**: -14.0 / -13.9 eV
**Relative energy (zero: lowest compared OMol25 entry of this formula, charge and spin)**: 1.195 eV
**Charge**: +1
**Spin multiplicity**: 2

The geometry in XYZ format:
```
23
Properties=species:S:1:pos:R:3:forces:R:3
C 1.063 -0.252 -1.800 -0.19 1.53 0.38
N -0.293 0.183 -2.080 -0.26 -2.20 -1.16
C -1.442 -0.316 -1.347 -0.15 0.95 0.29
C -1.464 0.104 0.109 -0.26 0.10 0.81
C -2.550 -0.646 0.913 0.48 -0.56 0.57
O -2.063 -1.077 2.175 0.26 0.05 -0.12
H 1.734 0.393 -2.371 0.10 -0.40 -0.10
H 1.270 -0.125 -0.751 0.14 -0.18 0.40
H 1.154 -1.302 -2.070 0.05 -0.22 -0.23
H -0.478 0.176 -3.092 0.07 0.81 0.27
H -2.344 0.020 -1.853 -0.01 0.05 -0.19
H -1.414 -1.411 -1.463 0.19 -0.09 0.09
H -0.523 -0.099 0.608 0.25 -0.19 -0.02
H -1.623 1.175 0.232 0.05 0.09 -0.37
H -2.868 -1.528 0.362 -0.36 -0.09 -0.32
H -3.412 -0.031 1.159 0.01 0.08 -0.31
H -1.425 -1.797 2.058 -0.29 0.21 0.05
H 2.036 3.736 1.024 -0.03 -0.01 0.05
H 1.391 2.569 0.280 0.11 0.21 0.12
O 1.405 3.016 1.134 -0.06 -0.19 -0.19
H 3.448 -0.985 1.404 0.24 -0.09 0.21
H 4.637 -1.818 0.866 -0.02 0.02 0.15
O 3.925 -1.228 0.606 -0.32 0.12 -0.39
```
Forces are in eV/Å.



ORCA calculation (wB97M-V/def2-TZVPD) on a molecular structure, C9H14AlO3S at a distorted geometry.

Computed properties:
**Lowest unoccupied orbital energy**: -18.3 eV
**Gap between HOMO and LUMO**: 2.28 eV
**Total energy**: -33091.368 eV
**HOMO level**: -20.6 eV
**Relative energy (zero: lowest compared OMol25 entry of this formula, charge and spin)**: 0.000 eV
**Charge**: +3
**Spin multiplicity**: 1

The geometry in XYZ format:
```
28
Properties=species:S:1:pos:R:3:forces:R:3
C 3.129 -2.699 -0.059 -0.87 0.92 -0.56
C 3.149 -1.511 -0.428 0.48 0.77 0.46
C 3.133 -0.045 -0.786 -0.82 -1.99 -0.44
C 1.588 0.327 -1.012 0.04 0.04 1.34
C 0.930 0.674 0.378 -0.04 0.36 -1.17
C -0.608 0.416 0.493 -0.29 -0.64 0.23
C -1.476 1.387 -0.414 0.61 -0.34 0.80
C -2.926 1.378 0.158 0.48 2.46 -0.55
O -3.649 0.134 -0.056 1.91 -2.07 0.76
S -2.848 -1.157 0.472 -1.24 -1.26 0.68
O -2.975 -1.357 1.942 0.10 0.44 -1.69
O -3.475 -2.364 -0.125 0.69 1.61 0.52
C -1.049 -1.045 0.077 0.05 1.85 -0.69
H 2.863 -3.729 0.213 0.67 0.57 -0.16
H 3.504 0.593 0.088 0.13 -0.50 -0.98
H 3.752 0.149 -1.682 -0.09 0.01 0.59
H 1.098 -0.541 -1.477 0.26 0.49 0.01
H 1.502 1.219 -1.658 0.26 -0.50 0.10
H 1.498 0.145 1.229 -1.07 -0.30 -0.74
H 1.117 1.765 0.547 -0.34 -0.58 0.03
H -0.904 0.539 1.559 0.26 0.24 -0.59
H -1.051 2.403 -0.343 -0.56 -0.27 0.04
H -1.415 1.084 -1.479 -0.22 0.13 0.53
H -3.489 2.161 -0.396 0.00 -0.81 0.15
H -2.949 1.709 1.218 -0.01 -0.74 -0.43
H -0.985 -1.082 -1.031 -0.24 -0.49 0.60
H -0.479 -1.854 0.562 -0.86 0.06 0.03
Al 3.142 1.101 2.061 0.71 0.54 1.10
```
Forces are in eV/Å.



- Look up the charge of the first one.
  0



- What is the total energy in the first record?
  -8426.298 eV



- Look up the total energy of the fourth one.
  -12014.639 eV